Below is a 5-piece molecular cluster, C3H17NO4 overall, with properties calculated with the ωB97M-V functional and the def2-TZVPD basis.

Last column: Löwdin charge in e.
CARTESIAN COORDINATES (ANGSTROEM)
C  0.45  -0.39  1.72  -0.093
N  1.14  -0.15  0.46  -0.330
C  0.91  -1.15  -0.54  -0.124
C  1.07  1.24  0.04  -0.100
H  0.02  -1.39  1.76  0.083
H  -0.33  0.35  1.94  0.084
H  1.19  -0.33  2.53  0.067
H  1.24  -0.83  -1.53  0.089
H  1.48  -2.06  -0.32  0.086
H  -0.13  -1.48  -0.67  0.061
H  1.92  1.46  -0.61  0.084
H  1.20  1.88  0.91  0.087
H  0.12  1.56  -0.40  0.064
H  -3.25  -1.21  -0.87  0.044
H  -2.04  -1.00  0.02  0.005
O  -3.00  -0.93  0.02  -0.056
H  -2.95  2.29  -1.54  0.065
H  -2.74  1.16  -0.52  0.024
O  -2.26  1.82  -1.04  -0.068
H  3.65  -0.85  2.53  0.031
H  3.43  0.32  1.56  0.023
O  3.81  0.09  2.43  -0.073
H  -2.12  0.49  -2.49  0.004
H  -0.96  -0.51  -2.54  0.007
O  -1.86  -0.38  -2.84  -0.066

Properties
Energy relative to the best compared isomer or geometry (same formula, charge and spin) in kcal per mole: 16.2

Below is a 5-piece molecular cluster, C3H18NO4 overall in a non-equilibrium geometry, with properties calculated with the ωB97M-V functional and the def2-TZVPD basis.

Last column: Löwdin charge in e.
CARTESIAN COORDINATES (ANGSTROEM)
C  -1.23  0.90  0.29  -0.153
C  -1.97  1.39  1.59  -0.218
C  -1.54  2.81  1.74  -0.165
N  0.15  0.16  0.26  0.135
H  -2.07  0.14  0.12  0.125
H  -1.25  1.58  -0.63  0.152
H  -1.54  0.82  2.53  0.163
H  -2.94  1.19  1.24  0.090
H  -2.02  3.52  1.01  0.095
H  -1.92  3.30  2.61  0.055
H  -0.58  3.39  1.65  0.103
H  0.49  -0.31  1.14  0.167
H  0.28  -0.50  -0.55  0.034
H  0.92  0.87  0.17  0.161
H  1.02  -1.83  -1.87  0.045
H  -0.25  -2.26  -1.46  0.143
O  0.58  -1.82  -1.02  -0.038
H  0.66  -3.59  1.71  0.038
H  -0.05  -3.38  3.02  0.067
O  -0.08  -3.08  2.08  -0.091
H  3.09  3.18  -0.36  0.030
H  2.38  3.44  -1.73  0.029
O  2.57  3.81  -0.86  -0.056
H  1.15  -3.50  -4.02  0.027
H  0.29  -3.94  -2.94  0.070
O  0.65  -3.14  -3.35  -0.007

Properties
Energy relative to the best compared isomer or geometry (same formula, charge and spin) in kcal per mole: 85.6
Net charge: +1

Below is a 6-piece molecular cluster, C3H19N3O6 overall in a non-equilibrium geometry, with properties calculated with the ωB97M-V functional and the def2-TZVPD basis.

Last column: Löwdin charge in e.
CARTESIAN COORDINATES (ANGSTROEM)
C  2.00  1.74  -0.68  -0.202
N  0.75  2.29  -0.25  0.052
C  -0.45  1.96  -0.87  -0.605
N  -0.36  1.46  -2.15  0.166
O  -1.49  2.13  -0.27  0.048
C  2.21  0.32  -0.06  -0.243
N  2.19  0.32  1.43  0.006
H  2.80  2.35  -0.22  0.119
H  2.13  1.61  -1.75  0.100
H  0.70  2.63  0.70  0.135
H  -1.28  1.37  -2.56  0.109
H  0.41  1.60  -2.77  0.084
H  1.41  -0.31  -0.46  0.088
H  3.22  -0.04  -0.26  0.098
H  2.13  1.28  1.73  0.046
H  1.39  -0.19  1.78  0.033
H  -3.33  1.24  0.96  0.024
H  -2.49  0.15  1.45  -0.020
O  -3.29  0.29  0.90  -0.088
H  -1.32  0.05  3.22  0.064
H  -0.98  -0.90  2.11  0.025
O  -0.97  0.04  2.33  -0.047
H  -2.29  -1.18  -0.45  0.015
H  -2.05  -1.30  -1.97  0.020
O  -1.74  -1.57  -1.13  -0.033
H  -0.13  -3.11  -1.90  0.041
H  1.01  -2.29  -1.27  0.034
O  0.45  -3.07  -1.13  -0.075
H  -0.83  -2.93  0.72  0.016
H  0.52  -3.20  1.33  0.042
O  -0.31  -2.75  1.50  -0.054

Below is C3H19O6 as an isolated structure in a non-equilibrium geometry, with properties calculated with the ωB97M-V functional and the def2-TZVPD basis.

Last column: Löwdin charge in e.
CARTESIAN COORDINATES (ANGSTROEM)
O  -1.39  13.78  -5.25  -0.009
H  -2.15  14.29  -5.54  -0.303
H  -1.65  13.32  -4.45  -0.328
H  -1.05  13.18  -5.93  -0.235
O  -0.44  12.78  -6.68  0.207
H  -0.86  12.01  -7.07  0.116
H  0.39  12.45  -6.33  0.152
O  -2.58  12.43  -6.19  0.007
H  -2.45  11.62  -6.69  0.102
H  -3.00  13.03  -6.80  0.071
O  -1.98  13.01  -3.62  0.298
H  -1.66  13.19  -2.73  0.165
H  -2.86  12.65  -3.49  0.159
O  -2.99  14.60  -5.93  0.165
H  -3.59  15.32  -5.75  0.148
H  -3.28  14.24  -6.76  0.138
C  -1.91  15.94  -4.26  -0.058
C  -2.02  17.31  -4.94  -0.479
C  -2.97  18.33  -4.23  -0.017
O  -0.70  17.80  -4.98  -0.037
H  -2.93  15.55  -4.25  0.086
H  -1.60  16.11  -3.23  0.112
H  -1.18  15.26  -4.71  0.078
H  -2.25  17.25  -6.00  0.127
H  -2.78  19.27  -4.76  0.083
H  -2.55  18.45  -3.24  0.084
H  -4.01  18.01  -4.27  0.078
H  -0.08  17.09  -5.14  0.091

Properties
Energy relative to the best compared isomer or geometry (same formula, charge and spin) in kcal per mole: 298.7
Net charge: +1

Below is a 6-piece molecular cluster, C3H20N3O5 overall in a non-equilibrium geometry, with properties calculated with the ωB97M-V functional and the def2-TZVPD basis.

Last column: Löwdin charge in e.
CARTESIAN COORDINATES (ANGSTROEM)
C  0.40  -1.12  2.93  -0.060
C  0.63  0.32  2.43  -0.239
N  1.40  0.35  1.20  0.106
C  1.21  1.33  0.32  -0.456
N  1.59  1.13  -0.93  0.216
N  0.96  2.61  0.67  0.201
H  0.29  -1.79  2.07  0.078
H  -0.41  -1.24  3.64  0.081
H  1.27  -1.42  3.51  0.082
H  -0.32  0.85  2.38  0.105
H  1.15  0.87  3.23  0.125
H  1.73  -0.56  0.92  0.134
H  1.85  0.23  -1.34  0.111
H  1.43  1.80  -1.67  0.125
H  0.48  3.11  -0.07  0.126
H  0.42  2.75  1.52  0.113
H  -3.23  -1.77  -0.04  0.066
H  -2.09  -0.56  0.09  0.023
O  -2.47  -1.31  -0.40  -0.049
H  -1.67  1.42  -3.19  0.077
H  -0.94  0.09  -2.69  0.023
O  -1.08  1.09  -2.50  -0.088
H  2.54  -2.68  -1.58  0.064
H  1.20  -2.34  -1.52  0.033
O  2.00  -2.16  -0.97  -0.068
H  -1.30  -1.86  -3.16  0.091
H  -1.19  -1.70  -1.62  0.046
O  -0.76  -1.45  -2.47  -0.050
H  -2.31  1.69  0.12  0.074
H  -1.30  1.04  -0.93  0.002
O  -1.46  1.26  0.04  -0.094

Properties
Energy relative to the best compared isomer or geometry (same formula, charge and spin) in kcal per mole: 0.0
Net charge: +1

Below is a 8-piece molecular cluster, C3H20O8S overall in a non-equilibrium geometry, with properties calculated with the ωB97M-V functional and the def2-TZVPD basis.

Last column: Löwdin charge in e.
CARTESIAN COORDINATES (ANGSTROEM)
C  0.44  0.07  1.03  -0.333
O  -0.44  -0.34  0.05  -0.391
C  -0.23  1.17  1.87  -0.295
C  0.19  1.12  3.34  -0.819
S  -0.98  1.72  4.60  -0.005
H  0.67  -0.90  1.50  0.112
H  1.47  0.58  0.73  0.145
H  -1.40  1.11  1.88  0.064
H  -0.10  2.16  1.40  0.106
H  1.11  1.81  3.38  0.045
H  0.46  0.16  3.81  0.010
H  -2.68  1.51  0.99  0.017
H  -1.79  0.60  0.02  0.025
O  -2.48  1.40  0.02  -0.177
H  0.61  -0.64  -2.80  -0.009
H  -0.01  0.10  -1.45  0.077
O  0.57  0.22  -2.34  -0.150
H  -0.18  -1.63  -0.70  0.037
H  -1.02  -2.88  -1.35  0.060
O  -0.12  -2.51  -1.31  -0.136
H  2.31  -1.99  -2.96  0.059
H  0.85  -2.42  -2.63  -0.015
O  1.44  -2.24  -3.42  -0.154
H  -2.71  -0.91  1.58  -0.068
H  -1.71  -1.33  0.63  -0.005
O  -2.56  -1.59  1.04  -0.035
H  1.87  -1.40  -0.41  -0.053
H  2.02  -0.73  -1.69  -0.013
O  2.49  -1.22  -1.02  -0.030
H  0.50  3.53  -1.43  -0.077
H  0.53  2.28  -2.24  0.022
O  0.87  3.19  -2.13  -0.013

Properties
Energy relative to the best compared isomer or geometry (same formula, charge and spin) in kcal per mole: 57.3
Net charge: -2

Below is a 9-piece molecular cluster, C3H24NO9 overall in a non-equilibrium geometry, with properties calculated with the ωB97M-V functional and the def2-TZVPD basis.

Last column: Löwdin charge in e.
CARTESIAN COORDINATES (ANGSTROEM)
C  2.46  -2.31  1.24  -0.129
N  1.59  -1.20  0.82  -0.168
C  2.24  -0.12  -0.02  -0.200
C  1.78  1.28  0.37  -0.335
O  0.53  1.56  -0.20  -0.354
H  2.55  -3.01  0.38  0.074
H  1.76  -2.78  1.97  0.088
H  3.39  -1.82  1.61  0.081
H  1.14  -0.70  1.60  0.077
H  1.66  -0.38  -0.96  0.105
H  3.26  -0.21  -0.35  0.099
H  2.50  2.07  0.05  0.113
H  1.66  1.17  1.45  0.091
H  -1.05  -0.30  2.13  0.003
H  -0.93  0.57  3.28  0.037
O  -0.96  -0.40  3.08  -0.090
H  -3.35  -0.31  2.05  0.013
H  -3.51  0.62  0.88  0.036
O  -3.99  -0.06  1.37  -0.072
H  -3.65  -2.02  -1.42  0.027
H  -2.39  -2.53  -1.24  0.046
O  -3.01  -2.45  -2.02  -0.096
H  0.57  1.45  -4.13  0.027
H  0.29  0.22  -3.27  -0.002
O  0.99  0.66  -3.76  -0.060
H  -0.29  0.41  -0.66  0.000
H  -1.21  0.51  -1.95  0.009
O  -0.88  -0.15  -1.33  -0.143
H  -0.54  3.08  -0.80  -0.001
H  -0.43  4.61  -0.57  0.025
O  -1.05  3.91  -0.76  -0.082
H  0.60  -2.41  -0.52  -0.010
H  -0.26  -2.51  -1.69  -0.005
O  0.47  -3.01  -1.28  -0.094
H  -0.83  2.93  1.50  0.022
H  -0.36  1.55  1.19  -0.001
O  -0.75  2.08  1.95  -0.128

Properties
Energy relative to the best compared isomer or geometry (same formula, charge and spin) in kcal per mole: 76.1
Net charge: -1

Below is a 10-piece molecular cluster, C3H26N6O10 overall in a non-equilibrium geometry, with properties calculated with the ωB97M-V functional and the def2-TZVPD basis.

Last column: Löwdin charge in e.
CARTESIAN COORDINATES (ANGSTROEM)
O  -3.27  -0.42  -2.25  -0.084
H  -4.06  0.09  -2.40  0.027
H  -2.62  0.31  -2.13  -0.015
O  -1.53  1.88  -1.90  -0.055
H  -1.89  2.52  -1.22  0.044
H  -0.70  1.54  -1.65  -0.034
O  2.75  0.35  2.87  -0.100
H  3.05  0.73  3.74  0.090
H  2.93  1.13  2.26  0.057
O  3.14  -2.37  1.57  -0.055
H  2.93  -1.54  2.07  0.024
H  2.43  -2.91  1.86  -0.011
O  0.99  0.52  -3.71  -0.035
H  0.13  0.53  -3.28  0.014
H  0.84  0.74  -4.61  0.029
O  0.24  -3.15  1.93  -0.105
H  0.26  -3.10  0.93  0.005
H  0.12  -4.12  1.92  0.076
O  2.61  1.84  0.30  -0.079
H  1.74  1.54  0.01  -0.029
H  2.89  2.50  -0.37  0.067
C  1.00  -2.73  -1.52  -0.607
O  0.60  -3.57  -0.71  -0.014
N  0.15  -2.26  -2.58  0.121
N  2.24  -2.13  -1.39  0.188
H  0.77  -1.80  -3.35  0.119
H  -0.31  -3.10  -2.96  0.112
H  2.29  -1.28  -1.91  0.078
H  2.71  -2.14  -0.48  0.085
C  -0.02  -0.24  0.36  -0.619
O  0.51  0.49  -0.51  -0.032
N  0.19  -0.31  1.69  0.181
N  -1.07  -1.03  0.04  0.194
H  -0.05  -1.17  2.21  0.102
H  1.13  0.01  1.91  0.051
H  -1.25  -1.29  -0.91  0.075
H  -1.32  -1.68  0.75  0.091
C  -2.68  3.34  1.24  -0.657
O  -2.53  3.88  0.16  0.026
N  -2.53  2.00  1.38  0.151
N  -2.75  4.15  2.36  0.139
H  -1.92  1.76  2.19  0.116
H  -2.13  1.50  0.58  0.066
H  -3.14  3.84  3.25  0.100
H  -2.86  5.15  2.25  0.104

Properties
Energy relative to the best compared isomer or geometry (same formula, charge and spin) in kcal per mole: 0.0

Below is a 10-piece molecular cluster, C3H26O10 overall in a non-equilibrium geometry, with properties calculated with the ωB97M-V functional and the def2-TZVPD basis.

Last column: Löwdin charge in e.
CARTESIAN COORDINATES (ANGSTROEM)
O  2.61  -2.08  -0.40  -0.025
H  3.08  -2.71  -0.94  0.062
H  3.26  -1.40  -0.20  0.037
O  -3.19  -1.88  -1.68  -0.051
H  -3.79  -1.17  -1.43  0.024
H  -2.55  -1.91  -0.97  -0.026
O  1.32  0.29  0.53  -0.019
H  2.23  0.11  0.33  0.063
H  1.02  -0.49  1.00  0.074
O  1.51  -1.07  -3.70  -0.030
H  2.27  -0.67  -3.27  0.044
H  1.86  -1.48  -4.49  0.053
O  1.22  2.19  -2.00  -0.042
H  1.30  1.41  -1.46  -0.012
H  0.86  2.85  -1.41  0.029
O  -2.20  -0.31  1.08  -0.028
H  -2.78  -0.57  1.79  0.048
H  -1.32  -0.33  1.47  0.014
O  -0.24  -1.62  -1.00  -0.039
H  0.58  -1.93  -1.39  0.017
H  -0.03  -0.76  -0.64  0.021
O  -0.95  -4.08  -0.16  -0.060
H  -1.55  -3.90  0.57  0.023
H  -0.74  -3.22  -0.51  -0.043
O  0.22  -3.55  -3.85  -0.039
H  0.78  -4.33  -3.85  0.032
H  0.80  -2.84  -3.56  -0.036
C  0.17  4.14  2.49  -0.049
C  -0.18  2.66  2.46  -0.533
C  -1.55  2.34  3.03  -0.041
O  -0.10  2.33  1.12  -0.066
H  -0.62  4.72  2.00  0.084
H  1.15  4.35  2.07  0.079
H  0.17  4.49  3.52  0.073
H  0.59  2.03  2.91  0.136
H  -1.51  2.55  4.10  0.082
H  -1.87  1.32  2.83  0.048
H  -2.28  2.98  2.54  0.089
H  0.46  1.55  1.09  0.004

Properties
Energy relative to the best compared isomer or geometry (same formula, charge and spin) in kcal per mole: 41.2

| no. | HOMO (eV) |
| --- | --- |
| 1 | -8.68 |
| 2 | -14.38 |
| 3 | -9.15 |
| 4 | -12.61 |
| 5 | -13.68 |
| 6 | -0.23 |
| 7 | -5.38 |
| 8 | -10.13 |
| 9 | -10.00 |